1.
{"formula": "C4H13N2O", "method": "wB97M-V/def2-TZVPD", "elements": ["C", "C", "C", "C", "N", "N", "O", "H", "H", "H", "H", "H", "H", "H", "H", "H", "H", "H", "H", "H"], "coordinates": [[-2.077, -0.971, -1.078], [3.261, 0.111, 0.288], [0.782, 0.423, -0.097], [-2.114, -0.095, 0.118], [-2.453, 1.187, 0.012], [1.882, -0.452, 0.368], [-2.041, -0.694, 1.284], [-1.605, -0.472, -1.919], [-3.094, -1.245, -1.370], [-1.539, -1.881, -0.837], [3.505, 0.316, -0.756], [3.292, 1.050, 0.843], [3.990, -0.585, 0.705], [0.807, 1.347, 0.481], [0.928, 0.642, -1.153], [-2.488, 1.615, -0.898], [-2.460, 1.815, 0.803], [1.853, -1.313, -0.186], [1.693, -0.699, 1.344], [-2.120, -0.100, 2.047]], "forces_ev_per_a": [[-0.066, -0.098, 0.000], [0.464, 0.135, -0.007], [-1.584, -0.023, -0.039], [0.343, 0.791, 0.259], [0.212, -0.884, 0.191], [0.513, 0.036, 0.043], [-0.205, 0.220, -0.510], [0.066, 0.064, 0.075], [-0.096, 0.066, 0.141], [0.077, 0.012, 0.006], [-0.166, -0.067, 0.130], [-0.125, -0.157, -0.055], [-0.048, -0.027, -0.013], [0.286, 0.048, 0.020], [0.296, 0.029, -0.035], [0.018, -0.067, -0.062], [0.008, -0.105, 0.003], [-0.047, 0.147, 0.369], [0.043, -0.147, -0.391], [0.010, 0.028, -0.127]], "total_charge": 1, "largest_force_ev_per_a": 1.58, "molar_mass_g_mol": 105.16, "e_above_lowest_kcal_mol": 83.56, "e_lumo_ev": -3.01}

2.
{"formula": "C4H13N2O", "method": "wB97M-V/def2-TZVPD", "elements": ["C", "N", "C", "C", "C", "N", "O", "H", "H", "H", "H", "H", "H", "H", "H", "H", "H", "H", "H", "H"], "coordinates": [[1.564, -0.877, -0.338], [0.782, 0.047, 0.424], [1.275, 1.397, 0.203], [-0.920, 0.162, 0.021], [-1.613, -1.015, 0.694], [-0.816, 0.094, -1.354], [-1.330, 1.353, 0.462], [1.395, -0.858, -1.409], [2.656, -0.625, -0.232], [1.503, -1.941, 0.090], [0.900, -0.387, 1.359], [2.171, 1.686, 0.845], [1.535, 1.530, -0.827], [0.363, 1.999, 0.306], [-1.592, -0.919, 1.725], [-1.182, -1.994, 0.367], [-2.600, -0.939, 0.291], [-1.282, 0.807, -1.849], [-0.722, -0.729, -1.848], [-2.086, 1.208, 1.071]], "forces_ev_per_a": [[2.402, -2.869, -0.281], [-0.669, -0.581, 1.256], [0.441, 1.642, 1.224], [1.287, -2.713, -0.442], [1.268, -0.469, -2.475], [-0.384, 2.057, 0.692], [-1.406, 0.242, 0.579], [-0.390, 0.074, 0.023], [-1.022, -0.059, 0.062], [-0.295, 1.469, -0.830], [-0.411, 1.519, -0.074], [-1.474, -0.429, -0.676], [0.415, -0.387, -0.618], [1.342, 0.698, 0.633], [-0.053, 0.034, 2.109], [-0.330, 0.841, 0.322], [-0.902, -0.302, 0.058], [-0.480, 0.876, -0.560], [0.024, -2.030, -0.691], [0.636, 0.388, -0.312]], "total_charge": 1, "largest_force_ev_per_a": 3.75, "molar_mass_g_mol": 105.16, "e_above_lowest_kcal_mol": 55.53, "e_lumo_ev": -2.91}

3.
{"formula": "C4H13N2O", "method": "wB97M-V/def2-TZVPD", "elements": ["C", "C", "C", "N", "H", "H", "H", "H", "H", "H", "H", "H", "H", "H", "C", "N", "O", "H", "H", "H"], "coordinates": [[1.645, -0.308, 1.139], [1.633, 0.676, 0.007], [2.600, 1.838, 0.250], [0.790, -1.526, 0.805], [2.635, -0.678, 1.398], [1.189, 0.086, 2.047], [0.636, 1.089, -0.163], [1.912, 0.217, -0.946], [2.393, 2.360, 1.183], [3.631, 1.494, 0.298], [2.495, 2.562, -0.554], [-0.175, -1.199, 0.560], [1.146, -2.009, -0.019], [0.737, -2.175, 1.586], [-2.068, -0.138, -1.019], [-3.380, 0.339, -1.190], [-1.755, -0.949, -0.192], [-1.340, 0.283, -1.740], [-3.451, 1.295, -0.843], [-3.559, 0.427, -2.187]], "forces_ev_per_a": [[-0.428, -0.714, 0.401], [0.260, 0.641, -0.517], [-0.112, -0.057, 0.155], [-0.095, 0.752, -0.131], [0.083, 0.076, -0.153], [0.118, 0.203, -0.045], [-0.139, -0.127, 0.247], [0.063, -0.291, 0.116], [-0.120, -0.016, 0.069], [0.050, -0.009, -0.116], [0.145, 0.018, -0.041], [0.083, -0.376, -0.103], [0.057, -0.117, 0.058], [0.001, -0.116, -0.002], [-0.386, 0.581, -0.900], [0.052, -0.066, -0.080], [0.309, 0.033, 0.665], [0.215, -0.330, 0.075], [-0.162, -0.145, 0.355], [0.007, 0.060, -0.053]], "total_charge": 1, "largest_force_ev_per_a": 1.14, "molar_mass_g_mol": 105.16, "e_above_lowest_kcal_mol": 33.01, "e_lumo_ev": -3.09}

4.
{"formula": "C4H13N2O", "method": "wB97M-V/def2-TZVPD", "elements": ["C", "C", "C", "C", "N", "N", "H", "H", "H", "H", "H", "H", "H", "H", "H", "H", "H", "H", "H", "O"], "coordinates": [[-0.523, -1.008, 0.931], [-1.367, 0.300, 0.730], [-1.800, 0.503, -0.757], [-0.738, 0.684, -2.812], [-0.593, 0.209, -1.623], [0.883, -0.741, 0.492], [-1.039, -1.615, 0.194], [-0.535, -1.345, 1.965], [-2.337, 0.109, 1.215], [-0.844, 1.161, 1.163], [-2.613, -0.172, -1.033], [-2.049, 1.530, -0.935], [-1.246, 1.634, -2.866], [-0.154, 0.240, -3.622], [1.428, -0.369, 1.276], [1.385, -1.554, 0.122], [0.817, -0.172, -0.370], [3.384, 0.072, 3.079], [3.197, 1.006, 2.030], [3.157, 0.041, 2.136]], "forces_ev_per_a": [[-1.305, 1.608, -0.971], [-0.686, -0.710, -0.124], [2.972, 0.174, 0.920], [1.718, -0.272, 1.792], [-1.973, -0.867, -1.447], [-0.077, -0.719, -0.503], [0.614, -1.097, 0.393], [0.002, -0.271, -0.280], [0.557, 0.363, 0.555], [-0.367, 0.016, -0.106], [0.234, 0.059, 0.014], [-0.744, 0.622, 0.081], [-1.020, -0.083, -1.002], [0.044, 0.618, 0.083], [0.489, 0.335, -0.218], [-0.195, -0.284, 0.578], [-0.108, 0.429, 0.273], [-0.022, -0.979, 0.042], [-0.002, -0.074, -0.824], [-0.131, 1.133, 0.744]], "total_charge": 1, "largest_force_ev_per_a": 3.12, "molar_mass_g_mol": 105.16, "e_above_lowest_kcal_mol": 56.72, "e_lumo_ev": -2.95}

5.
{"formula": "C4H13N2O", "method": "wB97M-V/def2-TZVPD", "elements": ["C", "C", "C", "C", "N", "N", "H", "H", "H", "H", "H", "H", "H", "H", "H", "H", "H", "H", "H", "O"], "coordinates": [[0.559, -0.602, 0.533], [0.527, -0.305, -0.964], [-0.459, 0.776, -1.363], [-0.047, 2.017, -1.667], [-0.794, 2.988, -2.234], [-0.799, -0.836, 1.073], [1.034, 0.128, 1.187], [1.133, -1.510, 0.697], [1.529, -0.228, -1.371], [0.110, -1.217, -1.388], [-1.502, 0.486, -1.503], [0.998, 2.291, -1.571], [-1.778, 2.842, -2.399], [-0.540, 3.971, -2.235], [-1.318, -1.635, 0.709], [-0.739, -0.972, 2.089], [-1.391, -0.013, 0.931], [0.765, -2.718, 3.831], [1.819, -2.862, 2.763], [0.893, -2.601, 2.879]], "forces_ev_per_a": [[1.325, -0.474, -0.326], [-1.566, -0.177, 0.308], [0.658, 0.039, 0.283], [0.052, 0.031, -0.257], [-0.751, 0.954, -0.205], [-0.673, 0.311, 1.082], [-0.246, 0.407, -0.270], [-0.197, -0.171, 0.084], [0.130, 0.342, 0.108], [0.230, -0.363, -0.314], [0.185, 0.092, -0.109], [0.055, -0.100, 0.153], [0.117, -0.151, 0.075], [0.269, -0.606, 0.093], [0.330, -0.168, -0.319], [0.149, -0.209, -0.181], [0.072, 0.176, -0.278], [-0.129, -0.028, -0.110], [-0.253, 0.062, -0.127], [0.246, 0.033, 0.310]], "total_charge": 1, "largest_force_ev_per_a": 1.61, "molar_mass_g_mol": 105.16, "e_above_lowest_kcal_mol": 37.11, "e_lumo_ev": -3.12}

6.
{"formula": "C4H13N2O", "method": "wB97M-V/def2-TZVPD", "elements": ["C", "C", "C", "C", "N", "N", "O", "H", "H", "H", "H", "H", "H", "H", "H", "H", "H", "H", "H", "H"], "coordinates": [[0.989, -1.461, -0.281], [-0.541, -1.978, 1.511], [0.710, 2.527, 0.381], [0.512, 2.598, -0.919], [-1.133, -0.434, -0.186], [-0.045, -0.966, 0.601], [-0.282, 1.672, -1.593], [1.359, -0.646, -0.902], [1.812, -1.818, 0.331], [0.642, -2.285, -0.917], [-1.303, -1.548, 2.162], [-0.949, -2.856, 0.994], [0.287, -2.300, 2.139], [0.277, 1.756, 0.996], [1.344, 3.240, 0.869], [0.960, 3.356, -1.544], [-0.781, 0.422, -0.738], [-1.878, -0.119, 0.448], [-1.541, -1.120, -0.853], [-0.440, 1.961, -2.498]], "forces_ev_per_a": [[0.227, 0.096, -0.384], [-0.241, -0.183, 0.214], [-0.089, -0.172, -0.195], [0.126, 0.134, 0.165], [0.085, 0.092, -0.276], [-0.233, 0.391, 0.194], [0.155, 0.250, -0.012], [0.034, -0.023, -0.036], [-0.014, 0.010, 0.033], [-0.028, -0.056, -0.030], [-0.006, -0.035, 0.022], [-0.020, -0.023, -0.037], [-0.011, 0.030, -0.036], [-0.098, -0.148, 0.100], [0.150, 0.208, 0.024], [-0.046, 0.020, -0.124], [-0.332, -0.630, 0.206], [0.210, -0.085, -0.143], [0.155, 0.191, 0.299], [-0.026, -0.069, 0.015]], "total_charge": 1, "largest_force_ev_per_a": 0.74, "molar_mass_g_mol": 105.16, "e_above_lowest_kcal_mol": 75.71, "e_lumo_ev": -3.16}

7.
{"formula": "C4H13N2O", "method": "wB97M-V/def2-TZVPD", "elements": ["C", "C", "N", "H", "H", "H", "H", "H", "H", "H", "H", "C", "C", "N", "O", "H", "H", "H", "H", "H"], "coordinates": [[-0.783, 2.799, 1.328], [-0.299, 1.467, 0.790], [-0.988, 1.124, -0.503], [-0.306, 3.004, 2.280], [-0.537, 3.606, 0.640], [-1.860, 2.787, 1.480], [0.765, 1.473, 0.570], [-0.512, 0.657, 1.479], [-1.964, 0.871, -0.355], [-0.486, 0.315, -0.993], [-0.963, 1.927, -1.130], [0.021, -2.448, 0.036], [0.867, -1.744, -0.990], [2.063, -2.279, -1.241], [0.483, -0.749, -1.620], [0.535, -2.493, 0.997], [-0.164, -3.474, -0.280], [-0.936, -1.944, 0.144], [2.401, -3.067, -0.717], [2.663, -1.832, -1.916]], "forces_ev_per_a": [[0.054, -0.173, -0.188], [-0.163, 0.103, -0.124], [0.099, 0.056, 0.043], [0.036, 0.045, 0.079], [0.017, 0.078, 0.010], [-0.113, 0.033, 0.075], [0.043, 0.002, 0.026], [0.036, -0.124, 0.066], [-0.005, 0.106, -0.004], [0.034, -0.115, -0.019], [-0.071, 0.019, -0.064], [0.049, 0.056, 0.080], [0.096, -0.283, -0.271], [-0.043, 0.126, 0.112], [-0.107, 0.208, 0.269], [-0.044, 0.042, -0.009], [-0.027, -0.018, -0.043], [0.027, -0.028, 0.033], [0.064, -0.056, -0.074], [0.018, -0.077, 0.003]], "total_charge": 1, "largest_force_ev_per_a": 0.40, "molar_mass_g_mol": 105.16, "e_above_lowest_kcal_mol": 0.35, "e_lumo_ev": -2.86}

8.
{"formula": "C4H13N2O", "method": "wB97M-V/def2-TZVPD", "elements": ["N", "C", "O", "H", "H", "H", "H", "H", "C", "C", "C", "N", "H", "H", "H", "H", "H", "H", "H", "H"], "coordinates": [[-0.699, -2.057, -0.608], [-2.031, -1.629, -0.628], [-2.148, -0.148, -0.677], [-0.295, -1.864, -1.493], [-0.192, -1.773, 0.176], [-2.609, -2.005, -1.461], [-2.575, -1.917, 0.281], [-2.867, 0.109, -0.091], [2.460, 0.965, 2.173], [1.423, 1.287, 1.116], [1.273, 0.670, -0.094], [0.193, 1.038, -1.064], [3.324, 0.364, 1.749], [2.915, 1.914, 2.558], [1.989, 0.452, 2.989], [0.735, 2.082, 1.424], [1.828, -0.121, -0.528], [-0.203, 1.947, -0.822], [0.514, 1.066, -2.003], [-0.588, 0.310, -1.053]], "forces_ev_per_a": [[-1.585, -0.396, -1.216], [-1.392, 0.444, 1.222], [0.108, -0.623, -0.096], [1.005, -0.232, -0.615], [1.019, 0.403, 1.238], [0.297, -0.207, -0.404], [0.367, -0.165, -0.136], [-0.006, 0.213, -0.067], [1.510, 0.423, -1.518], [-0.118, -0.949, -1.536], [-0.502, 1.674, 1.625], [-0.289, -0.449, 1.653], [-1.186, 0.500, 0.580], [-0.544, -0.743, -0.271], [-0.144, -0.316, 0.496], [0.000, -0.196, -0.418], [0.876, -0.615, 0.186], [-0.200, -0.103, -0.116], [0.745, 0.315, -1.113], [0.037, 1.024, 0.505]], "total_charge": 1, "largest_force_ev_per_a": 2.39, "molar_mass_g_mol": 105.16, "e_above_lowest_kcal_mol": 56.96, "e_lumo_ev": -3.09}

9.
{"formula": "C4H13N2O", "method": "wB97M-V/def2-TZVPD", "elements": ["N", "C", "C", "C", "O", "C", "N", "H", "H", "H", "H", "H", "H", "H", "H", "H", "H", "H", "H", "H"], "coordinates": [[-0.791, 3.410, -0.325], [-0.843, -0.639, 0.255], [0.274, 0.026, -0.420], [0.993, -0.965, -1.362], [1.863, -0.161, -2.103], [-0.832, -1.659, 1.277], [0.372, -1.572, 2.233], [-0.918, 4.092, -1.084], [-1.647, 3.048, 0.120], [-0.222, 3.697, 0.486], [-1.845, -0.482, -0.165], [1.002, 0.543, 0.219], [-0.064, 0.797, -1.157], [0.238, -1.554, -1.904], [1.582, -1.683, -0.767], [2.260, -0.650, -2.835], [-1.698, -1.526, 1.935], [-0.817, -2.710, 0.912], [1.028, -1.029, 1.681], [0.065, -0.984, 3.004]], "forces_ev_per_a": [[-1.270, 1.509, 2.119], [-0.415, -1.056, -1.175], [-0.878, 1.670, 0.097], [1.122, -1.391, 0.186], [-0.652, 0.120, 0.004], [2.173, 0.837, 2.693], [-1.219, 0.319, -1.808], [0.376, -0.384, -0.511], [-0.213, -0.611, -0.980], [1.079, -0.078, -0.683], [0.173, 0.118, -0.071], [0.095, -0.639, 0.172], [-0.227, -0.455, 0.607], [0.280, 0.327, -0.397], [-0.312, 0.129, 0.101], [-0.043, -0.100, -0.050], [-0.575, -0.424, -0.574], [-0.513, 0.361, -0.553], [0.757, -0.180, 0.700], [0.262, -0.071, 0.123]], "s_squared": 0.75, "spin_multiplicity": 2, "total_charge": 2, "largest_force_ev_per_a": 3.56, "molar_mass_g_mol": 105.16, "e_above_lowest_kcal_mol": 139.36, "e_lumo_ev": [-10.55, -13.94]}

10.
{"formula": "C4H13N2O", "method": "wB97M-V/def2-TZVPD", "elements": ["O", "C", "C", "N", "H", "H", "H", "H", "H", "H", "C", "N", "C", "H", "H", "H", "H", "H", "H", "H"], "coordinates": [[-0.470, -0.500, -2.664], [-0.361, 0.009, -1.593], [0.864, -0.289, -0.726], [1.566, -1.437, -1.370], [-1.071, 0.704, -1.124], [1.511, 0.604, -0.773], [0.623, -0.530, 0.303], [2.533, -1.595, -1.074], [1.024, -2.297, -1.248], [1.580, -1.272, -2.394], [-1.520, -0.115, 1.881], [-0.655, 0.999, 1.470], [0.349, 1.430, 2.408], [-0.922, -1.026, 1.850], [-1.880, 0.060, 2.909], [-2.394, -0.153, 1.236], [-1.265, 1.776, 1.190], [-0.097, 2.103, 3.170], [1.163, 1.998, 1.960], [0.780, 0.546, 2.904]], "forces_ev_per_a": [[-0.202, 0.115, -0.073], [0.266, -0.245, 0.482], [0.543, 0.270, -0.675], [0.096, 0.023, -0.558], [-0.281, 0.139, -0.392], [-0.080, -0.385, 0.182], [0.108, -0.133, -0.044], [-0.073, 0.047, 0.215], [0.153, -0.124, -0.003], [-0.101, -0.075, 0.188], [0.462, -0.117, -0.825], [-2.172, 1.169, 2.762], [1.169, -0.922, 0.176], [-0.266, -0.194, 0.264], [0.311, 0.096, -0.016], [0.065, -0.186, -0.120], [0.529, 0.115, -0.901], [-0.204, -0.162, -0.316], [-0.119, 0.213, -0.302], [-0.203, 0.355, -0.043]], "s_squared": 0.75, "spin_multiplicity": 2, "total_charge": 2, "largest_force_ev_per_a": 3.70, "molar_mass_g_mol": 105.16, "e_above_lowest_kcal_mol": 54.63, "e_lumo_ev": [-7.24, -12.18]}